No. 1
The following is a quantum chemistry calculation of 2 unconnected molecules or ions with the total composition HIN4 at a distorted geometry, from OMol25.

The spin multiplicity is 1. The calculation puts the molecular weight at 183.94 g/mol. As for the energy above the lowest of the compared OMol25 structures with the same formula, charge and spin: 115.5 kcal/mol. The calculation puts the lowest unoccupied orbital energy (alpha / beta) at -0.038 / -0.039 Ha. The frontier orbital gap (alpha / beta) is 7.829 / 7.840 eV. Its charge is 0.

Last column: natural (NBO) charge in e.
Cartesian coordinates (Å):
N1 1.38863 -1.55681 -0.32804  -0.5533
N2 0.56870 -0.69987 -0.37976  0.2625
N3 -0.08785 0.17558 -0.62770  -0.0691
N4 -1.37133 1.35020 0.84652  -0.5120
I1 -1.88606 3.00054 0.10632  0.4870
H1 1.38791 -2.26964 0.38266  0.3849

No. 2
The following is a quantum chemistry calculation of a gas-phase ion, C11H14N (charge +1) at a distorted geometry, from OMol25.

The spin multiplicity is 1. The calculation puts the molecular weight at 160.24 g/mol. As for the energy above the lowest of the compared OMol25 structures with the same formula, charge and spin: 27.5 kcal/mol. As for the SMILES: c1ccc(C2=[NH+]CCCC2)cc1. The calculation puts the lowest unoccupied orbital energy at -0.170 Ha. The frontier orbital gap is 8.659 eV. Its charge is +1.

Last column: natural (NBO) charge in e.
Cartesian coordinates (Å):
C1 3.79346 0.67288 -1.21002  -0.1046
C2 3.19160 1.59612 -0.27402  -0.2058
C3 1.87300 1.30151 0.06659  -0.1539
C4 1.17996 0.10272 -0.40203  -0.1069
C5 -0.21597 -0.10818 0.05938  0.4575
N1 -1.16898 -0.99990 -0.45978  -0.5045
C6 -2.67765 -1.40559 -0.18270  -0.1809
C7 -3.04169 -0.78759 1.16677  -0.4444
C8 -2.38499 0.55198 1.27183  -0.3975
C9 -0.83417 0.69156 1.15157  -0.4874
C10 1.81534 -0.68576 -1.35889  -0.1492
C11 3.16638 -0.48011 -1.68807  -0.2152
H1 4.78307 0.79866 -1.49867  0.2226
H2 3.85911 2.26185 0.25031  0.2500
H3 1.40415 1.88596 0.83699  0.2182
H4 -0.91305 -1.50124 -1.29218  0.4038
H5 -2.67122 -2.49891 -0.46311  0.2505
H6 -3.22237 -0.81263 -0.98872  0.2266
H7 -2.71884 -1.30879 2.09314  0.2303
H8 -4.14385 -0.86176 1.19433  0.2540
H9 -2.68545 1.12075 0.44291  0.2042
H10 -2.56610 1.17831 2.16703  0.2491
H11 -0.58032 1.78137 1.05930  0.2639
H12 -0.31428 0.36320 2.04491  0.2557
H13 1.34641 -1.64811 -1.74604  0.2213
H14 3.72646 -1.20831 -2.24081  0.2425

No. 3
The following is a quantum chemistry calculation of 8 unconnected molecules or ions with the total composition C22H54O12PS at a distorted geometry, from OMol25.

The spin multiplicity is 1. The calculation puts the molecular weight at 573.70 g/mol. As for the energy above the lowest of the compared OMol25 structures with the same formula, charge and spin: 23.9 kcal/mol. The calculation puts the lowest unoccupied orbital energy at 0.073 Ha. The frontier orbital gap is 5.464 eV. Its charge is -1.

Last column: Mulliken charge in e.
Cartesian coordinates (Å):
C1 0.83158 5.78623 -1.03644  -0.9925
C2 -0.32032 5.53865 -0.41022  -0.1775
C3 -0.96814 4.17803 -0.54271  -0.4084
C4 -2.16503 3.96571 0.45464  0.0186
C5 -3.17059 2.95984 -0.19071  -1.5771
C6 -2.56977 1.66782 -0.71141  1.0070
O1 -2.77049 0.63041 -0.13904  -0.5817
O2 -1.81764 1.62308 -1.85909  -0.3359
C7 -1.16385 0.40872 -1.99733  0.6902
C8 -0.02897 0.00738 -1.07407  -0.6545
O3 -1.47775 -0.31518 -2.87913  -0.6152
P1 -1.51764 3.33300 2.01984  0.5769
O4 -2.25901 4.26461 3.19042  -0.5264
O5 -2.00647 1.79304 2.37672  -0.5031
S1 0.41718 3.40528 2.24119  -0.5199
H1 1.12194 6.77873 -1.38025  0.2577
H2 1.46228 4.91106 -1.23221  0.2511
H3 -0.77006 6.35030 0.16032  0.4992
H4 -1.43958 4.16153 -1.54198  0.4011
H5 -0.23877 3.35018 -0.54325  0.1010
H6 -3.63811 3.49319 -1.03956  0.4630
H7 -3.96721 2.74331 0.52914  0.4003
H8 0.93537 0.03109 -1.59782  0.4587
H9 0.01458 0.56997 -0.13694  0.0866
H10 -0.19206 -1.03619 -0.80199  0.2133
H11 -2.03232 3.86801 4.04547  0.3067
H12 -2.94799 1.65876 2.19678  0.3165
C9 -0.76390 -1.56037 -6.52986  -0.5081
C10 -2.19121 -1.95391 -6.84794  -0.3648
O6 -2.75722 -2.70399 -5.77461  -0.5361
H13 -0.15855 -2.44822 -6.34593  0.0006
H14 -0.31956 -0.99299 -7.35096  0.3229
H15 -0.72617 -0.95160 -5.62277  0.2073
H16 -2.22881 -2.57971 -7.74058  0.2920
H17 -2.80815 -1.06581 -7.02353  0.2978
H18 -2.73229 -2.14696 -4.98686  0.3152
C11 0.79100 -6.63362 -5.08756  -0.9545
C12 0.89135 -5.13574 -5.31143  -0.3314
O7 0.27298 -4.76365 -6.53965  -0.5245
H19 1.26392 -7.17635 -5.90694  0.2712
H20 1.27313 -6.92044 -4.14970  0.3527
H21 -0.25069 -6.95011 -5.05584  0.3034
H22 1.93470 -4.82470 -5.36428  0.3124
H23 0.40892 -4.59065 -4.49309  0.2580
H24 -0.65308 -5.02598 -6.49057  0.2927
C13 0.81270 -3.24150 2.88604  -1.1208
C14 0.85420 -1.75081 2.60086  -0.0615
O8 0.25510 -1.46208 1.34048  -0.3632
H25 1.33297 -3.79504 2.10108  0.2516
H26 1.27944 -3.46759 3.84632  0.3099
H27 -0.21932 -3.60261 2.90375  0.4397
H28 1.88330 -1.39878 2.56328  -0.0018
H29 0.32840 -1.19218 3.37989  0.2421
H30 -0.66025 -1.76185 1.37537  0.2332
C15 0.25175 8.58898 3.16314  -0.3801
C16 -1.09252 8.79673 2.49059  -0.3450
O9 -1.39891 7.67754 1.67427  -0.4723
H31 1.03420 8.45752 2.41303  0.2449
H32 0.51281 9.43960 3.79988  0.3570
H33 0.23473 7.67812 3.76795  -0.1410
H34 -1.07466 9.68402 1.85565  0.2945
H35 -1.88887 8.92250 3.23459  0.2729
H36 -1.42371 6.89571 2.24185  0.1691
C17 4.76820 -2.96526 4.14714  -0.8887
C18 4.27023 -1.56080 4.43610  -0.3238
O10 3.00025 -1.59443 5.07994  -0.4729
H37 4.05632 -3.49884 3.51527  0.2038
H38 5.73674 -2.94215 3.64412  0.3380
H39 4.86935 -3.53767 5.07328  0.3045
H40 4.15059 -1.00009 3.50995  0.2914
H41 4.97868 -1.02340 5.07535  0.3051
H42 3.10282 -2.07922 5.90522  0.2798
C19 1.58733 5.32699 7.19673  -1.0664
C20 0.50213 6.22568 6.63152  -0.2787
O11 0.53961 6.23428 5.21105  -0.4720
H43 2.57041 5.66184 6.86277  0.2749
H44 1.56723 5.32648 8.28900  0.3476
H45 1.46023 4.30083 6.84442  0.3096
H46 0.64364 7.25321 6.96787  0.3233
H47 -0.48756 5.88819 6.95961  0.2609
H48 0.40424 5.32771 4.90410  0.1691
C21 -0.81048 -11.26883 -4.13148  -1.1315
C22 -0.61141 -9.76482 -4.17108  -0.1574
O12 -0.72413 -9.27070 -5.50250  -0.5013
H49 -0.07497 -11.76688 -4.76491  0.2949
H50 -0.71416 -11.65033 -3.11333  0.3379
H51 -1.79884 -11.53781 -4.51275  0.3234
H52 0.38196 -9.50153 -3.80992  0.2768
H53 -1.35221 -9.26099 -3.54121  0.2877
H54 -1.60509 -9.49147 -5.82255  0.2721

No. 4
The following is a quantum chemistry calculation of a gas-phase ion, C3H2NO2S (charge -1) at a distorted geometry, from OMol25.

The spin multiplicity is 1. The calculation puts the molecular weight at 116.12 g/mol. As for the energy above the lowest of the compared OMol25 structures with the same formula, charge and spin: 56.1 kcal/mol. As for the SMILES: [O-][C@]12O[C@H]1N=CS2. The calculation puts the lowest unoccupied orbital energy at 0.135 Ha. The frontier orbital gap is 7.481 eV. Its charge is -1.

Last column: natural (NBO) charge in e.
Cartesian coordinates (Å):
O1 2.18057 -0.02989 0.87305  -0.7422
C1 1.17906 0.01024 0.19603  0.5594
O2 0.80628 0.92425 -0.84678  -0.5790
C2 0.03085 0.82325 0.37380  0.0579
N1 -1.30962 0.37119 0.10103  -0.5016
C3 -1.27143 -0.76554 -0.37508  -0.0602
S1 0.20647 -1.57406 -0.63839  -0.0760
H1 0.35364 1.58707 0.99465  0.1736
H2 -2.17581 -1.34651 -0.67830  0.1683

No. 5
The following is a quantum chemistry calculation of 2 unconnected molecules or ions with the total composition C5H12N2 at a distorted geometry, from OMol25.

The spin multiplicity is 1. The calculation puts the molecular weight at 100.16 g/mol. As for the energy above the lowest of the compared OMol25 structures with the same formula, charge and spin: 161.2 kcal/mol. The calculation puts the lowest unoccupied orbital energy at 0.015 Ha. The frontier orbital gap is 8.947 eV. Its charge is 0.

Last column: natural (NBO) charge in e.
Cartesian coordinates (Å):
C1 -0.03226 -0.03604 0.64777  0.4464
C2 -1.26945 1.09413 -1.30202  -0.5987
C3 -1.08398 -1.42450 -0.93267  -0.6032
C4 2.33520 0.17648 0.73849  -0.4322
C5 -1.22465 -0.02819 -0.19912  -0.3304
N1 0.30594 -0.82501 1.80441  -0.5037
N2 1.20573 -0.66315 0.66941  -0.3018
H1 0.52945 1.90111 1.15471  -0.2162
H2 -2.32581 0.86932 -1.69613  0.2083
H3 -0.55214 1.07535 -2.13603  0.2170
H4 -1.19116 2.13003 -0.82534  0.2336
H5 -0.03297 -1.42682 -1.39181  0.2302
H6 -1.94190 -1.46315 -1.65331  0.2167
H7 -1.20219 -2.29454 -0.13115  0.2299
H8 2.09797 0.97982 1.36679  0.2104
H9 3.20173 -0.33209 1.20400  0.1986
H10 2.76524 0.28471 -0.28484  0.2245
H11 -2.00975 0.12131 0.41991  0.2218
H12 0.42501 -0.13876 2.54693  0.3490

No. 6
The following is a quantum chemistry calculation of C12H16NO4P in the gas phase at a distorted geometry, from OMol25.

The spin multiplicity is 1. The calculation puts the molecular weight at 269.24 g/mol. As for the energy above the lowest of the compared OMol25 structures with the same formula, charge and spin: 0.0 kcal/mol. As for the SMILES: C=CC1=C(NCCCC)C(=O)C(P(O)O)=CC1=O. The calculation puts the lowest unoccupied orbital energy at -0.045 Ha. The frontier orbital gap is 6.574 eV. Its charge is 0.

Last column: natural (NBO) charge in e.
Cartesian coordinates (Å):
C1 -3.63584 1.14718 -0.15682  -0.3382
C2 -2.63385 0.83328 0.72789  -0.2145
C3 -1.26229 1.32328 0.62577  -0.1891
C4 -0.54528 1.31900 -0.52505  0.1654
N1 -0.96783 0.86932 -1.77104  -0.6025
C5 -1.21319 -0.57629 -1.85146  -0.2146
C6 -0.02103 -1.47517 -1.43985  -0.4216
C7 -0.41689 -2.45594 -0.33518  -0.3921
C8 0.66828 -3.50250 -0.05408  -0.6101
C9 0.83638 1.88858 -0.46158  0.5003
O1 1.35296 2.38502 -1.43891  -0.5097
C10 1.55658 1.84831 0.83694  -0.4245
P1 3.39633 1.87949 0.85138  1.3562
O2 3.68982 0.70342 -0.24558  -0.9785
O3 3.73467 1.04753 2.23373  -0.9957
C11 0.85495 1.83401 1.96616  -0.2034
C12 -0.63147 1.87809 1.86209  0.5190
O4 -1.31566 2.36784 2.73580  -0.5031
H1 -4.06841 0.39677 -0.81447  0.1966
H2 -4.00987 2.16619 -0.21031  0.2043
H3 -2.83747 0.17495 1.57749  0.2204
H4 -0.27668 1.13436 -2.46410  0.3902
H5 -2.09201 -0.86604 -1.27686  0.1987
H6 -1.45181 -0.78297 -2.89550  0.2051
H7 0.23515 -2.09735 -2.30170  0.2039
H8 0.85232 -0.89110 -1.14288  0.2055
H9 -0.68839 -1.91504 0.57557  0.1978
H10 -1.32121 -2.98305 -0.65433  0.1944
H11 0.55431 -4.38975 -0.67646  0.2060
H12 0.64217 -3.81494 0.98947  0.2117
H13 1.65423 -3.08004 -0.25903  0.2030
H14 4.49323 0.24055 0.02490  0.5039
H15 3.55952 1.57733 3.01871  0.4981
H16 1.30830 1.81570 2.94930  0.2170

No. 7
The following is a quantum chemistry calculation of 2 unconnected molecules or ions with the total composition H3OS2 at a distorted geometry, from OMol25.

The spin multiplicity is 1. The calculation puts the molecular weight at 83.16 g/mol. As for the energy above the lowest of the compared OMol25 structures with the same formula, charge and spin: 5.5 kcal/mol. The calculation puts the lowest unoccupied orbital energy at 0.137 Ha. The frontier orbital gap is 6.126 eV. Its charge is -1.

Last column: natural (NBO) charge in e.
Cartesian coordinates (Å):
O1 -1.30445 -2.33964 -2.05816  -0.9652
H1 -1.49060 -3.12918 -1.50748  0.4477
S1 -0.45982 0.30331 -0.01972  -0.8003
S2 1.19217 1.02835 1.06253  -0.2727
H2 -1.03553 -1.71000 -1.38169  0.5006
H3 0.44256 1.80152 1.83581  0.0898

> Which value of spin multiplicity does entry 2 give?

1